# 1
# C30H46BrMgN3P2Se

C30H46BrMgN3P2Se as an isolated structure at a distorted geometry (ωB97M-V with the def2-TZVPD basis set, the Open Molecules 2025 dataset).

ORCA input file:
```
! RIJCOSX wB97M-V def2-TZVPD def2/J DEFGRID3
* xyz 2 1
C 2.240 -1.407 -5.885
C 2.004 -0.051 -5.577
C 1.932 0.845 -6.660
C 2.088 0.352 -7.974
N 2.321 -0.933 -8.235
C 2.406 -1.798 -7.225
C 1.798 0.403 -4.186
C 1.041 0.234 -3.172
C 0.205 -0.188 -2.108
C -0.806 -1.213 -2.158
C -1.339 -1.761 -1.035
C -0.983 -1.207 0.322
C -0.214 0.057 0.282
C 0.437 0.427 -0.851
Mg 2.379 1.658 -2.477
P -2.556 -0.801 1.277
H 1.730 1.906 -6.506
H 2.275 -2.157 -5.098
H 2.006 1.025 -8.835
H 2.589 -2.843 -7.483
H 1.138 1.291 -0.804
H -1.079 -1.622 -3.132
H -0.142 0.638 1.201
H -1.948 -2.678 -1.039
C -2.127 -0.208 2.937
C -3.263 0.435 3.739
H -1.315 0.520 2.816
H -1.677 -1.048 3.482
H -2.925 0.632 4.764
H -3.558 1.393 3.295
H -4.145 -0.211 3.794
C -3.400 0.559 0.447
C -3.908 0.279 -0.954
H -2.679 1.388 0.439
H -4.221 0.856 1.112
H -4.571 1.090 -1.262
H -3.081 0.227 -1.664
H -4.487 -0.643 -1.030
C -3.515 -2.328 1.299
C -4.757 -2.280 2.182
H -2.832 -3.130 1.618
H -3.779 -2.552 0.255
H -5.326 -3.205 2.031
H -4.494 -2.216 3.244
H -5.413 -1.439 1.920
Br -0.086 -2.619 1.326
P 1.848 4.053 -0.935
C 0.069 3.955 -0.370
C -0.461 5.237 0.301
H -0.015 3.107 0.330
H -0.540 3.714 -1.255
H -1.515 5.100 0.585
H 0.096 5.467 1.220
H -0.409 6.103 -0.374
C 2.653 2.967 0.316
C 3.258 3.827 1.455
H 3.448 2.367 -0.169
H 1.894 2.289 0.741
H 3.668 3.159 2.223
H 4.072 4.459 1.078
H 2.511 4.475 1.935
C 1.787 3.739 -2.729
C 1.276 4.978 -3.509
H 1.031 2.922 -2.879
H 2.812 3.485 -3.111
H 1.147 4.681 -4.553
H 0.300 5.316 -3.143
H 1.968 5.828 -3.483
C -0.563 -5.459 4.078
N 0.579 -4.614 4.343
C 0.868 -4.078 5.580
C 2.052 -3.424 5.464
N 2.465 -3.566 4.156
C 3.711 -3.053 3.640
C 1.637 -4.437 3.480
Se 2.032 -5.420 2.019
H -0.520 -5.774 3.028
H -1.483 -4.881 4.254
H -0.570 -6.348 4.730
H 0.222 -4.226 6.427
H 2.636 -2.887 6.193
H 3.610 -1.971 3.466
H 4.536 -3.219 4.352
H 3.927 -3.552 2.686
*
```

## Properties
- Highest occupied orbital energy: -10.73 eV
- E_LUMO: -7.311 eV
- Kohn-Sham gap: 3.4 eV

---

# 2
# C28H25BrClHgN8O5Si

C28H25BrClHgN8O5Si as an isolated structure at a distorted geometry (ωB97M-V with the def2-TZVPD basis set, the Open Molecules 2025 dataset).

ORCA input file:
```
! RIJCOSX wB97M-V def2-TZVPD def2/J DEFGRID3
* xyz -2 2
Hg -0.069 0.077 0.034
C -1.248 -0.974 3.534
C 0.205 -0.622 3.397
C 1.098 -0.796 4.440
C 2.428 -0.429 4.237
C 2.823 0.107 3.036
C 1.870 0.274 1.997
N 0.579 -0.098 2.232
N 2.106 0.766 0.767
Si 3.407 1.791 0.373
C 3.565 3.233 1.616
C 3.095 2.576 -1.316
C 5.140 1.001 0.310
H -1.768 -0.188 4.092
H -1.371 -1.917 4.063
H -1.696 -1.056 2.545
H 0.774 -1.228 5.377
H 3.155 -0.582 5.028
H 3.853 0.380 2.853
H 2.582 3.665 1.819
H 4.209 4.028 1.230
H 3.981 2.896 2.569
H 2.038 2.834 -1.420
H 3.358 1.903 -2.135
H 3.679 3.493 -1.430
H 5.351 0.391 1.190
H 5.923 1.762 0.234
H 5.225 0.351 -0.563
O -4.180 0.181 -4.337
C -3.032 0.138 -4.967
O -2.950 0.216 -6.177
C -1.818 0.009 -4.115
C -0.525 -0.145 -4.587
Cl 0.013 -0.384 -6.181
N 0.309 -0.200 -3.516
N -0.388 -0.089 -2.381
C -1.663 0.016 -2.706
C -2.709 0.097 -1.610
O -3.904 0.198 -1.988
O -2.329 0.057 -0.421
C 1.700 -0.445 -3.436
C 2.602 0.168 -4.302
C 3.951 -0.113 -4.183
C 4.409 -0.981 -3.199
C 3.501 -1.565 -2.325
C 2.148 -1.304 -2.436
H -4.050 0.184 -3.301
H 2.253 0.866 -5.048
H 4.656 0.358 -4.857
H 5.467 -1.197 -3.117
H 3.842 -2.235 -1.545
H 1.425 -1.779 -1.767
Br -0.355 7.234 -0.008
C -0.427 5.340 0.005
C -0.670 4.642 -1.166
C -0.702 3.262 -1.097
N -0.509 2.569 0.024
C -0.286 3.263 1.137
C -0.234 4.642 1.186
H -0.822 5.157 -2.104
H -0.894 2.676 -1.990
H -0.134 2.669 2.033
H -0.042 5.162 2.114
O 0.216 -2.075 -0.278
N 0.221 -2.830 0.849
C 0.659 -4.107 0.645
C 0.715 -5.003 1.733
N 0.775 -5.769 2.610
C 1.098 -4.652 -0.585
N 1.465 -5.108 -1.595
*
```

## Properties
- ΔE to the lowest compared entry with this formula, charge and spin: 62.5 kJ/mol
- ⟨S²⟩: 0.76
- Highest occupied orbital energy (spin up / spin down): 0.99 / -1.42 eV
- E_LUMO (spin up / spin down): 3.176 / 3.176 eV
- Kohn-Sham gap (spin up / spin down): 2.2 / 4.6 eV

---

# 3
# C3H5N3O

A single C3H5N3O molecule at a distorted geometry (ωB97M-V with the def2-TZVPD basis set, the Open Molecules 2025 dataset).

ORCA input file:
```
! RIJCOSX wB97M-V def2-TZVPD def2/J DEFGRID3
* xyz 0 1
O -2.123 0.566 0.221
N -1.504 -0.779 -0.261
C -0.185 -0.406 -0.255
C 0.122 0.977 -0.211
C 1.408 0.962 0.042
N 1.850 -0.332 -0.026
N 0.824 -1.211 0.158
H -1.490 0.903 1.012
H -2.060 -1.633 0.293
H -0.491 1.992 -0.318
H 2.092 1.772 -0.097
H 2.672 -0.502 0.790
*
```

## Properties
- ΔE to the lowest compared entry with this formula, charge and spin: 588.6 kJ/mol
- SMILES: ONc1cc[nH]n1
- Highest occupied orbital energy: -8.67 eV
- E_LUMO: 0.794 eV
- Kohn-Sham gap: 9.5 eV

---

# 4
# C5H9NaO3

C5H9NaO3 as an isolated structure at a distorted geometry (ωB97M-V with the def2-TZVPD basis set, the Open Molecules 2025 dataset).

ORCA input file:
```
! RIJCOSX wB97M-V def2-TZVPD def2/J DEFGRID3
* xyz -1 2
H 3.141 -1.709 -3.020
O -1.196 0.771 0.320
Na -0.514 4.676 0.583
O 0.407 2.283 0.259
C 0.054 1.118 0.195
O 0.866 0.100 -0.014
C 2.229 0.300 -0.168
C -1.585 -0.624 0.241
C -3.076 -0.711 0.441
H -1.282 -1.012 -0.739
H -1.038 -1.180 1.012
H -3.614 -0.150 -0.335
H -3.372 -1.766 0.374
H -3.367 -0.331 1.429
C 3.043 -0.750 -0.098
H 2.513 1.305 -0.476
H 4.113 -0.588 -0.212
H 2.677 -1.732 0.208
*
```

## Properties
- ⟨S²⟩: 0.75
- Highest occupied orbital energy (spin up / spin down): -1.10 / -1.11 eV
- E_LUMO (spin up / spin down): 1.880 / 2.022 eV
- Kohn-Sham gap (spin up / spin down): 3.0 / 3.1 eV

---

# 5
# C15H23NO3

A single C15H23NO3 molecule at a distorted geometry (ωB97M-V with the def2-TZVPD basis set, the Open Molecules 2025 dataset).

ORCA input file:
```
! RIJCOSX wB97M-V def2-TZVPD def2/J DEFGRID3
* xyz 0 1
C -2.741 -2.073 1.126
C -3.774 -1.052 0.621
C -3.633 -0.378 -0.521
N -2.552 0.461 -0.143
C -1.272 0.439 -1.005
O -1.079 -0.399 -1.825
C -0.183 1.321 -0.390
C -0.396 2.878 -0.115
C -1.577 3.719 -0.388
C 0.916 3.124 0.481
O 1.324 4.110 0.734
O 1.788 2.058 0.474
C 1.296 1.029 -0.160
C 1.885 0.500 -1.254
C 3.070 -0.411 -1.097
C 2.554 -1.644 -0.231
C 3.770 -2.190 0.561
C 1.371 -1.738 0.392
C 1.308 0.004 0.968
H -2.923 -2.695 1.890
H -1.824 -1.581 1.470
H -2.675 -2.656 0.452
H -4.765 -1.762 0.382
H -4.157 -0.665 1.334
H -4.461 0.353 -0.859
H -3.393 -0.802 -1.310
H -2.566 1.277 0.704
H -1.942 3.597 0.563
H -1.065 4.675 -0.571
H -2.211 3.240 -1.134
H 1.256 0.086 -1.946
H 2.252 1.344 -2.101
H 3.717 0.018 -0.322
H 3.683 -0.661 -1.894
H 2.516 -2.415 -1.172
H 3.885 -1.605 1.534
H 3.504 -3.122 0.630
H 4.789 -2.367 -0.063
H 0.521 -1.593 -0.321
H 1.264 -2.322 1.063
H 0.325 -0.112 1.772
H 2.194 0.010 1.668
*
```

## Properties
- ΔE to the lowest compared entry with this formula, charge and spin: 1555.0 kJ/mol
- SMILES: CCCNC(=O)C1=C(C)C(=O)O[C@]12CC[C@@H](C)CC2
- Highest occupied orbital energy: -8.57 eV
- E_LUMO: -0.338 eV
- Kohn-Sham gap: 8.2 eV

---

# 6
# C17H28N4O4

A single C17H28N4O4 molecule at a distorted geometry (ωB97M-V with the def2-TZVPD basis set, the Open Molecules 2025 dataset).

ORCA input file:
```
! RIJCOSX wB97M-V def2-TZVPD def2/J DEFGRID3
* xyz 0 1
C -7.187 -1.656 -1.272
C -6.347 -2.121 -0.106
C -4.929 -1.445 -0.024
C -5.018 -0.051 0.157
C -3.677 0.346 0.430
C -2.711 0.235 -0.461
N -1.480 0.819 0.021
C -1.169 2.467 -0.472
O -2.011 2.902 -1.297
N -0.040 2.752 -0.141
C 1.054 2.255 0.581
O 2.031 2.696 0.757
C 0.693 0.880 0.869
C 1.788 0.115 1.619
N 1.535 -0.850 2.188
C 2.659 -1.775 2.132
C 3.215 -2.152 0.642
N 3.076 -0.921 0.173
C 2.457 -1.057 -1.157
C 3.256 -1.485 -2.270
O 4.584 -0.572 -2.536
C 5.191 -0.644 -1.155
C 4.273 -0.057 0.057
C -0.504 0.222 0.467
O -0.762 -0.925 0.885
H -6.634 -1.848 -2.294
H -7.387 -0.540 -1.390
H -8.015 -2.092 -1.529
H -6.406 -3.110 -0.213
H -7.206 -1.756 0.830
H -4.503 -2.105 0.900
H -4.398 -1.954 -0.857
H -5.894 0.310 0.893
H -5.234 0.406 -0.752
H -3.884 1.551 0.813
H -3.408 -0.112 1.521
H -2.376 -0.816 -0.502
H -3.131 0.856 -1.204
H 0.135 3.800 -0.163
H 2.617 0.687 1.745
H 0.601 -1.367 1.977
H 3.571 -1.514 2.658
H 2.568 -2.718 2.788
H 4.269 -2.597 0.854
H 2.559 -2.755 0.272
H 1.547 -1.323 -1.139
H 2.065 0.105 -1.318
H 2.862 -1.321 -3.319
H 3.549 -2.675 -2.170
H 6.047 -0.067 -1.540
H 5.554 -1.548 -1.298
H 4.959 -0.100 0.883
H 4.072 0.945 -0.113
*
```

## Properties
- ΔE to the lowest compared entry with this formula, charge and spin: 1648.3 kJ/mol
- SMILES: CCCCCCN1C(=O)NC(=O)/C(=C/NCCN2CCOCC2)C1=O
- Highest occupied orbital energy: -7.85 eV
- E_LUMO: 0.487 eV
- Kohn-Sham gap: 8.3 eV

---

# 7
# C8H31N2O6

A 6-piece molecular cluster, C8H31N2O6 overall at a distorted geometry (ωB97M-V with the def2-TZVPD basis set, the Open Molecules 2025 dataset).

ORCA input file:
```
! RIJCOSX wB97M-V def2-TZVPD def2/J DEFGRID3
* xyz 0 2
O 16.216 -6.290 17.303
H 15.384 -6.761 17.387
H 16.350 -6.032 16.388
H 16.329 -5.588 17.948
C 13.102 -6.866 12.229
C 14.028 -6.373 13.394
C 13.310 -6.401 14.820
O 11.995 -5.821 14.769
C 11.245 -5.904 15.990
N 15.339 -7.068 13.386
H 13.644 -6.887 11.284
H 12.314 -6.169 11.945
H 12.673 -7.849 12.422
H 14.317 -5.342 13.190
H 13.843 -5.823 15.575
H 13.169 -7.365 15.309
H 11.312 -5.021 16.625
H 11.356 -6.743 16.676
H 10.179 -5.912 15.763
H 15.701 -7.354 12.488
H 15.072 -7.995 13.685
C 18.587 -3.533 18.127
C 17.671 -3.852 19.337
C 17.605 -2.610 20.285
O 16.795 -2.876 21.497
C 16.559 -1.794 22.341
N 16.348 -4.074 18.788
H 19.625 -3.397 18.430
H 18.309 -2.583 17.670
H 18.421 -4.175 17.261
H 18.095 -4.674 19.914
H 17.138 -1.734 19.835
H 18.649 -2.511 20.582
H 17.448 -1.508 22.904
H 15.803 -2.084 23.071
H 16.281 -0.913 21.762
H 15.980 -3.182 18.490
H 15.774 -4.262 19.598
O 17.094 -5.708 14.844
H 16.437 -6.178 14.331
H 17.454 -5.061 14.238
O 16.699 -9.216 16.729
H 17.046 -9.835 17.371
H 17.220 -9.370 15.941
O 14.199 -7.918 17.841
H 13.768 -7.974 18.694
H 14.637 -8.763 17.738
*
```

## Properties
- ⟨S²⟩: 0.75
- Highest occupied orbital energy (spin up / spin down): -2.24 / -9.71 eV
- E_LUMO (spin up / spin down): 0.458 / 0.282 eV
- Kohn-Sham gap (spin up / spin down): 2.7 / 10.0 eV

---

# 8
# C21H68O13

A 13-piece molecular cluster, C21H68O13 overall at a distorted geometry (ωB97M-V with the def2-TZVPD basis set, the Open Molecules 2025 dataset).

ORCA input file:
```
! RIJCOSX wB97M-V def2-TZVPD def2/J DEFGRID3
* xyz 0 1
C -1.605 -4.817 -2.058
C -2.932 -4.451 -1.294
C -2.740 -3.844 0.104
O -3.660 -3.530 -2.104
H -1.011 -3.921 -2.258
H -1.949 -5.218 -2.987
H -1.001 -5.511 -1.593
H -3.556 -5.331 -1.222
H -2.185 -2.938 -0.056
H -2.133 -4.488 0.753
H -3.656 -3.655 0.622
H -4.477 -3.300 -1.661
C 1.932 3.140 3.670
C 3.117 3.954 3.236
C 4.320 3.110 2.812
O 2.615 4.688 2.122
H 0.988 3.732 3.662
H 2.073 2.778 4.745
H 1.737 2.277 2.992
H 3.448 4.588 4.061
H 4.861 2.565 3.589
H 5.126 3.825 2.400
H 3.978 2.569 1.968
H 3.278 5.364 1.919
C 3.819 -2.991 1.735
C 4.174 -1.593 1.496
C 3.322 -0.636 2.224
O 5.523 -1.186 1.809
H 2.932 -3.250 1.117
H 3.503 -3.168 2.780
H 4.608 -3.751 1.504
H 4.067 -1.426 0.422
H 2.404 -0.584 1.709
H 3.766 0.348 2.285
H 3.159 -0.914 3.268
H 6.104 -1.953 1.728
C -2.283 2.169 3.622
C -3.801 2.305 3.438
C -4.107 2.936 2.062
O -4.357 0.998 3.455
H -1.846 3.141 3.365
H -1.900 1.354 2.970
H -1.967 1.892 4.591
H -4.223 2.928 4.206
H -3.708 3.940 1.920
H -5.194 3.006 1.794
H -3.756 2.310 1.200
H -4.328 0.711 2.550
C 0.244 -2.900 2.439
O 0.361 -1.821 1.480
H 1.235 -3.023 2.827
H -0.420 -2.677 3.295
H -0.238 -3.708 1.802
H -0.545 -1.497 1.320
C -3.962 1.476 -2.190
O -4.406 0.610 -3.216
H -4.797 2.201 -2.243
H -4.042 1.032 -1.230
H -2.977 2.005 -2.366
H -3.816 -0.175 -3.406
C 1.578 0.974 -4.978
O 1.224 1.503 -3.727
H 0.676 0.669 -5.563
H 2.117 1.680 -5.638
H 2.183 0.103 -4.857
H 1.938 1.378 -3.116
C 0.842 3.762 -1.616
O 1.338 3.070 -0.457
H 0.302 4.710 -1.343
H 1.616 3.924 -2.371
H 0.036 3.130 -2.028
H 1.289 3.565 0.412
C 2.114 -2.022 -1.768
O 1.064 -2.915 -1.552
H 2.673 -1.837 -0.824
H 2.904 -2.490 -2.365
H 1.743 -1.059 -2.173
H 0.551 -2.643 -0.760
C -0.491 0.285 -0.806
O -1.716 -0.435 -0.737
H -0.314 0.658 -1.817
H -0.524 1.175 -0.156
H 0.399 -0.300 -0.551
H -1.757 -0.896 -1.618
C 4.612 1.301 -1.263
O 3.518 1.922 -1.801
H 5.394 1.439 -1.988
H 4.919 1.777 -0.292
H 4.538 0.213 -1.037
H 2.938 2.293 -1.093
C -1.381 -1.806 -4.113
O -2.372 -1.517 -3.158
H -0.499 -2.170 -3.593
H -1.658 -2.466 -4.909
H -0.993 -0.872 -4.565
H -2.787 -2.368 -2.803
C -4.853 -0.682 0.185
O -3.779 -0.503 1.094
H -5.551 -1.426 0.622
H -5.416 0.273 0.206
H -4.538 -0.881 -0.825
H -2.995 -0.209 0.557
*
```

## Properties
- ΔE to the lowest compared entry with this formula, charge and spin: 417.0 kJ/mol
- Highest occupied orbital energy: -9.54 eV
- E_LUMO: 0.609 eV
- Kohn-Sham gap: 10.1 eV

---

# 9
# C4H11NO2

A 2-piece molecular cluster, C4H11NO2 overall at a distorted geometry (ωB97M-V with the def2-TZVPD basis set, the Open Molecules 2025 dataset).

ORCA input file:
```
! RIJCOSX wB97M-V def2-TZVPD def2/J DEFGRID3
* xyz 0 1
C 3.285 -0.859 -0.046
N 2.296 0.282 -0.108
C 1.003 0.291 0.107
C 0.267 1.585 0.182
O 0.460 -0.823 0.205
H 3.124 -1.597 -0.843
H 4.375 -0.650 -0.312
H 3.490 -1.352 0.968
H 2.610 1.249 -0.593
H 0.921 2.467 0.060
H -0.036 1.696 1.220
H -0.759 1.803 -0.437
C -3.922 -0.491 0.268
O -2.825 0.050 -0.674
H -5.100 -0.623 -0.051
H -3.373 -1.637 0.445
H -4.195 0.075 1.349
H -2.006 -0.383 -0.363
*
```

## Properties
- ΔE to the lowest compared entry with this formula, charge and spin: 383.9 kJ/mol
- SMILES: CNC(C)=O.CO
- Highest occupied orbital energy: -9.61 eV
- E_LUMO: 0.752 eV
- Kohn-Sham gap: 10.4 eV